105
Properties=species:S:1:pos:R:3:forces:R:3 method="wB97M-V/def2-TZVPD" e_above_lowest_ev=1.614 e_lumo_ev="-6.96 / -6.54" total_charge=+2 e_homo_ev="-12.47 / -12.47" e_tot_ev=-98749.3053 s_squared=2.028 multiplicity=3 homo_lumo_gap_ha="0.2023 / 0.2178"
Mo -0.392461 1.058155 -0.940472 -0.28 -0.10 0.48
O 0.219169 2.123114 0.530230 0.40 -0.07 -0.70
N -0.154566 2.887859 1.570536 -0.25 -0.09 0.19
C -0.989520 3.951204 1.355635 0.04 -0.06 -0.02
C -1.319690 4.768523 2.377049 0.03 0.02 0.14
C -0.786183 4.488974 3.661288 -0.04 0.01 -0.05
C -0.005946 3.393651 3.853695 0.06 -0.07 0.02
C 0.319665 2.487135 2.798206 -0.18 0.14 0.13
S 1.140735 1.048597 3.008911 0.37 0.24 0.17
H -1.350520 4.075918 0.348676 0.04 -0.04 0.04
H -1.973991 5.608810 2.199968 0.01 -0.01 0.02
H -1.019544 5.139091 4.493806 0.01 -0.01 -0.01
H 0.386481 3.140009 4.827356 -0.01 0.02 0.01
I -1.490848 -1.043595 -2.561357 0.06 0.18 0.05
C -0.649892 -0.173229 -4.286187 -0.04 -0.10 0.15
C -1.024190 -0.607381 -5.517986 0.09 0.03 -0.09
C -0.349063 -0.069241 -6.639215 -0.05 -0.02 0.02
C 0.670160 0.821717 -6.467005 0.03 0.00 0.00
C 1.054475 1.263119 -5.175299 0.03 0.04 -0.02
C 2.130817 2.166613 -4.982966 -0.01 -0.02 -0.05
C 2.478590 2.577689 -3.730920 0.00 -0.01 0.04
C 1.733813 2.142157 -2.609716 -0.03 0.01 -0.02
C 0.680174 1.269422 -2.745597 -0.04 -0.05 -0.01
C 0.354755 0.786121 -4.040196 0.03 0.00 -0.09
H -1.795109 -1.354121 -5.651231 0.00 0.01 0.00
H -0.635382 -0.393387 -7.630367 0.01 -0.01 0.01
H 1.209972 1.201967 -7.325310 -0.01 0.00 0.01
H 2.681478 2.514031 -5.848355 -0.02 0.00 0.01
H 3.313686 3.250315 -3.587304 -0.01 0.00 0.01
H 2.010145 2.536074 -1.634717 0.02 0.02 -0.02
C 4.660546 -4.364641 3.624545 0.01 0.00 0.02
C 4.258648 -3.332438 2.559403 0.05 0.05 -0.01
C 3.621984 -2.146146 3.294605 0.06 0.02 0.05
C 5.540889 -2.861243 1.858965 -0.02 0.02 0.03
C 3.298521 -4.003012 1.530312 -0.04 0.06 -0.10
O 3.919344 -5.181634 1.003839 -0.04 -0.05 0.09
C 1.933497 -4.435456 2.100560 -0.01 0.08 -0.08
C 0.895701 -3.341436 2.442114 0.00 -0.05 -0.05
C 0.249502 -3.494463 3.798000 -0.09 0.03 0.01
C 0.263362 -2.455699 4.723646 0.06 0.08 0.01
C -0.371245 -2.578278 5.954293 0.02 0.00 -0.01
C -1.026745 -3.756894 6.263252 0.02 0.01 -0.01
Cl -1.824884 -3.920281 7.789013 0.00 0.00 0.00
C -1.043057 -4.813339 5.362793 0.00 -0.04 -0.03
C -0.407452 -4.675574 4.140509 -0.04 -0.01 0.00
C 3.156614 -3.267427 0.169041 0.02 -0.04 -0.02
N 2.571619 -1.926491 0.083462 0.23 -0.08 -0.03
C 1.341787 -1.599199 -0.262106 0.00 0.06 -0.03
N 1.233750 -0.272870 -0.318285 0.00 0.09 0.09
C 2.493222 0.160920 0.013631 -0.02 0.00 -0.12
N 3.330452 -0.810146 0.226911 -0.18 -0.10 0.16
H 5.249345 -3.863255 4.393420 0.00 -0.01 -0.01
H 5.293397 -5.155348 3.216607 0.00 0.01 0.01
H 3.802486 -4.815880 4.126505 0.02 0.01 0.00
H 4.382968 -1.675360 3.919824 0.00 -0.01 0.00
H 2.814729 -2.464701 3.957228 0.11 0.01 -0.02
H 3.249953 -1.372491 2.619180 0.03 -0.04 0.05
H 6.295205 -2.624860 2.610974 -0.01 0.02 -0.01
H 5.375565 -1.959735 1.268287 0.00 -0.02 0.00
H 5.949325 -3.641194 1.215059 0.00 -0.01 0.02
H 4.075187 -5.802659 1.724327 0.00 0.01 -0.02
H 2.110066 -5.041719 2.990583 0.05 0.02 -0.03
H 1.525142 -5.119326 1.353944 -0.07 -0.03 0.03
H 0.096780 -3.364253 1.692701 0.04 -0.01 -0.07
H 1.343511 -2.350999 2.388898 -0.06 0.02 -0.02
H 0.806173 -1.539370 4.503837 -0.12 -0.03 -0.01
H -0.344362 -1.771987 6.674897 0.00 0.00 -0.02
H -1.549742 -5.732959 5.622230 0.00 0.01 0.00
H -0.426878 -5.504724 3.441925 0.00 0.00 0.00
H 2.553164 -3.908407 -0.472875 -0.01 -0.02 0.01
H 4.145411 -3.198023 -0.274848 0.00 0.03 -0.02
H 0.565180 -2.313706 -0.465207 -0.03 -0.03 0.03
H 2.774823 1.196270 0.084344 -0.03 0.00 0.02
N -0.991823 -0.712359 1.620359 -0.64 -0.34 -0.33
C -2.207780 -0.365286 1.135212 0.23 -0.12 0.15
C -3.356431 -1.071348 1.544540 -0.14 0.01 0.04
C -4.582836 -0.694758 1.078071 0.01 -0.03 0.03
C -4.681534 0.418882 0.226648 -0.03 -0.01 0.03
C -3.533863 1.034062 -0.161985 0.02 0.10 0.00
N -2.287132 0.629457 0.218622 0.28 -0.14 -0.22
H -0.995181 -1.387356 2.374414 0.02 0.02 0.02
H -0.255924 -0.015420 1.727265 0.15 0.13 0.13
H -3.239872 -1.888877 2.244878 0.00 0.02 -0.02
H -5.469839 -1.232290 1.386922 0.00 0.01 0.00
H -5.633494 0.789745 -0.122298 0.00 0.00 0.01
H -3.585998 1.906766 -0.791005 0.03 -0.04 -0.03
O -4.727919 5.948751 -5.234284 -0.09 -0.04 0.00
C -4.466765 4.749505 -5.921578 0.05 -0.04 -0.05
N -4.976441 3.564661 -5.267949 -0.07 0.03 0.07
C -4.513431 2.926496 -4.166306 0.03 0.01 -0.02
O -5.059586 1.934148 -3.718670 0.00 0.00 0.01
C -3.256543 3.405646 -3.469446 0.02 0.03 -0.06
C -2.777667 4.701789 -3.356190 -0.04 0.04 0.07
C -1.618917 4.918487 -2.614488 0.01 0.02 -0.03
C -1.005581 3.860716 -1.990612 -0.01 -0.14 -0.14
N -1.503793 2.603783 -2.038676 -0.15 0.34 0.00
C -2.584051 2.396539 -2.793788 0.05 -0.04 -0.04
H -5.658446 6.186607 -5.318564 0.02 0.02 -0.02
H -3.384266 4.684176 -6.014875 0.02 0.01 0.01
H -4.892754 4.762462 -6.923439 0.01 0.01 -0.03
H -5.827315 3.152755 -5.625132 -0.01 0.03 0.02
H -3.304121 5.536444 -3.801352 0.03 -0.03 -0.03
H -1.194804 5.908408 -2.521135 -0.02 0.00 0.00
H -0.082738 3.997036 -1.443454 -0.01 -0.01 0.03
H -2.973825 1.391523 -2.863164 -0.01 0.01 0.04